# C4H21O7

A 7-piece molecular cluster, C4H21O7 overall at a distorted geometry (ωB97M-V with the def2-TZVPD basis set, OMol25).

Computed properties:
- Frontier orbital gap: 9.2 eV
- E: -18821.98405 eV
- Charge: -1
- E_HOMO: -5.995 eV
- LUMO level: 0.11832 hartree
- Energy above the lowest of the compared OMol25 structures with the same formula, charge and spin: 106.4 kJ/mol

Geometry as XYZ:
```
32
Properties=species:S:1:pos:R:3:forces:R:3:mulliken_charge:R:1
O 14.979 -6.866 3.141 1.3 0.3 0.2 -1.191
H 15.652 -6.552 3.775 -0.1 -1.1 -0.6 0.030
C 18.253 -5.841 -0.334 0.5 0.0 0.9 -1.218
C 17.374 -5.745 0.862 -1.1 -0.7 0.7 0.039
O 17.194 -7.108 1.367 0.9 1.8 -0.9 -0.492
H 18.744 -4.871 -0.418 -0.3 0.1 -1.0 0.339
H 17.606 -6.228 -1.121 0.8 0.3 -0.5 0.293
H 19.065 -6.513 -0.057 0.0 -0.4 -0.4 0.285
H 16.442 -5.267 0.559 -0.6 -0.5 -0.2 0.266
H 17.702 -4.982 1.569 0.7 -0.6 0.8 0.188
H 16.470 -7.089 1.997 -0.9 0.1 0.6 0.395
C 19.510 -5.525 6.411 0.5 -1.0 -0.1 -1.161
C 18.184 -4.958 6.032 -1.0 0.3 -1.0 -0.084
O 17.931 -4.993 4.630 1.0 -0.2 -0.3 -0.528
H 19.600 -6.556 6.070 -0.3 -0.2 0.0 0.308
H 19.516 -5.566 7.501 0.4 0.2 0.1 0.339
H 20.415 -5.070 6.007 -0.2 0.6 0.1 0.306
H 18.095 -3.913 6.327 0.0 0.1 0.5 0.267
H 17.420 -5.564 6.521 -0.1 0.2 0.3 0.238
H 16.997 -5.073 4.424 -0.3 0.2 0.4 0.280
O 14.569 -5.004 4.846 0.4 1.6 1.6 -0.619
H 14.132 -5.512 5.530 0.0 0.0 0.1 0.302
H 14.569 -5.580 4.082 -0.5 -0.7 -1.2 0.402
O 12.324 -6.835 3.901 -1.4 -0.2 0.5 -0.666
H 12.498 -6.693 4.831 0.0 -0.1 0.0 0.216
H 13.191 -6.852 3.495 1.0 -0.1 -0.4 0.496
O 14.711 -9.004 1.441 -0.4 -1.0 -0.8 -0.656
H 15.564 -9.302 1.125 0.2 0.1 -0.1 0.306
H 14.916 -8.304 2.061 0.0 0.9 0.9 0.385
O 13.553 -5.449 1.493 -0.8 1.0 -1.0 -0.669
H 13.354 -6.218 0.958 0.0 -0.3 0.0 0.324
H 14.398 -5.649 1.895 0.4 -0.6 0.6 0.282
```
Forces are in eV/Å.